[1]
{
  "formula": "C37H44BN13O4STeV",
  "method": "ωB97M-V/def2-TZVPD",
  "symbols": ["V", "C", "C", "C", "C", "N", "N", "B", "N", "C", "C", "C", "C", "N", "N", "C", "C", "C", "C", "N", "N", "C", "C", "C", "C", "N", "H", "H", "H", "H", "H", "H", "H", "H", "H", "H", "H", "H", "H", "H", "H", "H", "H", "H", "H", "H", "N", "C", "N", "C", "C", "C", "C", "C", "C", "H", "H", "H", "H", "H", "H", "C", "C", "S", "O", "O", "C", "C", "N", "C", "N", "C", "C", "N", "O", "O", "C", "H", "H", "H", "H", "H", "H", "H", "H", "H", "H", "H", "H", "H", "Te", "C", "C", "C", "C", "C", "C", "H", "H", "H", "H", "H"],
  "xyz": [[0.01, -0.65, 0.09], [1.05, -1.06, -3.47], [1.41, 0.16, -2.69], [2.25, 1.20, -3.11], [2.28, 2.08, -2.06], [1.48, 1.61, -1.08], [0.95, 0.41, -1.46], [1.43, 2.12, 0.39], [2.27, 1.12, 1.25], [3.36, 1.12, 2.04], [3.61, -0.17, 2.46], [2.61, -0.94, 1.88], [2.41, -2.41, 1.99], [1.79, -0.16, 1.16], [0.00, 2.12, 0.96], [-0.57, 3.01, 1.80], [-1.84, 2.57, 2.09], [-1.98, 1.36, 1.41], [-3.18, 0.47, 1.37], [-0.86, 1.09, 0.73], [1.89, 3.60, 0.35], [3.04, 4.17, 0.75], [3.12, 5.45, 0.26], [1.96, 5.64, -0.48], [1.54, 6.85, -1.22], [1.23, 4.51, -0.43], [1.61, -1.06, -4.41], [-0.01, -1.09, -3.71], [1.32, -1.97, -2.94], [2.78, 1.27, -4.05], [2.83, 3.01, -1.95], [3.91, 2.01, 2.29], [4.41, -0.50, 3.10], [3.36, -2.93, 1.90], [1.74, -2.79, 1.22], [1.98, -2.67, 2.96], [-0.04, 3.88, 2.13], [-2.56, 3.05, 2.74], [-4.05, 1.02, 1.02], [-3.41, 0.11, 2.38], [-3.03, -0.40, 0.73], [3.73, 3.64, 1.37], [3.92, 6.16, 0.41], [2.21, 7.68, -1.00], [0.53, 7.15, -0.93], [1.54, 6.68, -2.30], [-1.79, -3.31, 2.97], [-1.50, -2.86, 1.74], [-0.84, -1.72, 1.74], [-0.70, -1.39, 3.11], [-0.12, -0.29, 3.73], [-0.13, -0.25, 5.11], [-0.70, -1.28, 5.87], [-1.30, -2.37, 5.27], [-1.29, -2.39, 3.88], [-2.28, -4.16, 3.18], [-1.83, -3.40, 0.86], [0.33, 0.52, 3.16], [0.31, 0.60, 5.61], [-0.68, -1.21, 6.95], [-1.74, -3.16, 5.86], [-6.65, -5.48, -0.38], [-6.53, -3.97, -0.58], [-4.88, -3.47, -1.07], [-4.03, -4.63, -1.19], [-4.45, -2.39, -0.20], [-5.12, -2.77, -2.69], [-3.84, -2.68, -3.52], [-2.61, -2.51, -2.72], [-2.31, -1.40, -2.01], [-1.26, -1.61, -1.22], [-0.87, -2.91, -1.44], [-1.69, -3.47, -2.35], [-1.62, -4.83, -2.83], [-2.38, -5.17, -3.72], [-0.77, -5.52, -2.31], [-3.03, -0.11, -2.14], [-7.69, -5.73, -0.16], [-6.03, -5.82, 0.45], [-6.34, -6.03, -1.26], [-6.72, -3.41, 0.33], [-7.20, -3.62, -1.36], [-5.55, -1.78, -2.50], [-5.84, -3.39, -3.21], [-3.91, -1.82, -4.19], [-3.71, -3.57, -4.11], [-0.04, -3.39, -0.94], [-3.22, 0.14, -3.18], [-2.42, 0.68, -1.70], [-3.98, -0.15, -1.60], [-0.75, 4.22, -1.19], [-0.57, 4.97, -3.12], [-0.88, 6.30, -3.42], [-1.21, 6.64, -4.72], [-1.23, 5.68, -5.72], [-0.89, 4.36, -5.44], [-0.56, 4.00, -4.14], [-0.89, 7.05, -2.65], [-1.46, 7.67, -4.95], [-1.51, 5.95, -6.73], [-0.89, 3.62, -6.22], [-0.29, 2.98, -3.91]],
  "lowdin_charge": [0.7766, -0.0064, -0.3031, 0.0063, -0.0555, -0.0020, 0.0171, -0.6750, 0.0469, -0.0402, 0.0107, -0.3163, -0.0031, 0.0082, -0.0550, -0.1293, 0.0009, -0.3128, -0.0081, 0.0052, 0.0222, -0.0142, 0.0343, -0.3022, -0.0150, -0.2057, 0.0911, 0.0750, 0.0808, 0.1189, 0.1319, 0.1076, 0.1212, 0.0948, 0.0603, 0.0916, 0.1346, 0.1234, 0.0963, 0.0983, 0.0396, 0.1135, 0.1292, 0.0990, 0.0753, 0.0865, 0.1602, -0.1302, 0.0306, -0.2184, -0.0152, -0.0556, -0.0614, 0.0028, -0.1822, 0.1738, 0.1255, 0.0960, 0.1110, 0.1138, 0.1208, -0.1004, -0.2762, 0.6808, -0.2894, -0.3241, -0.1934, -0.0962, 0.0617, -0.3199, 0.0198, -0.0621, -0.1488, -0.3283, 0.1099, 0.1272, 0.0340, 0.0893, 0.0830, 0.0831, 0.1047, 0.1024, 0.1083, 0.1190, 0.1334, 0.1164, 0.1381, 0.0977, 0.0771, 0.0860, 1.5716, -0.5708, -0.1534, -0.0539, -0.0479, -0.0649, -0.1554, 0.0906, 0.1181, 0.1180, 0.1129, 0.0773],
  "e_lumo_ev": [-5.060, -5.059],
  "orbital_gap_ev": [6.96, 8.16],
  "total_charge": 2,
  "energy_ev": -111127.2456,
  "relative_energy_kcal_mol": 3.4,
  "spin_multiplicity": 4
}



[2]
{
  "formula": "C7H11N2O2",
  "method": "ωB97M-V/def2-TZVPD",
  "symbols": ["C", "C", "C", "C", "N", "O", "C", "C", "C", "O", "N", "H", "H", "H", "H", "H", "H", "H", "H", "H", "H", "H"],
  "xyz": [[0.16, 1.46, 0.06], [-0.14, -0.11, 0.24], [-1.72, -0.43, 0.17], [-2.66, 0.55, 0.85], [-3.36, 0.19, 1.89], [-4.23, 1.00, 2.42], [0.68, -0.88, -0.78], [2.03, -1.27, 0.00], [1.65, -0.98, 1.49], [2.32, -1.21, 2.48], [0.44, -0.47, 1.50], [0.85, 1.73, 0.89], [-0.75, 2.08, 0.16], [0.74, 1.62, -0.94], [-1.64, -1.40, 0.60], [-1.77, -0.39, -0.97], [-2.71, 1.50, 0.27], [1.00, -0.52, -1.68], [0.04, -1.87, -1.00], [2.72, -0.52, -0.42], [2.19, -2.35, -0.03], [-0.01, -0.27, 2.35]],
  "lowdin_charge": [-0.0155, -0.4857, -0.1484, -0.2752, -0.2328, -0.3376, -0.1403, -0.0423, -0.5147, 0.0122, 0.1182, 0.0780, 0.0440, 0.0897, 0.0823, 0.1118, 0.0837, 0.0608, 0.1453, 0.1093, 0.1076, 0.1496],
  "e_lumo_ev": 3.182,
  "orbital_gap_ev": 5.88,
  "smiles": "C[C@@]1(C/C=N/[O-])CCC(=O)N1",
  "total_charge": -1,
  "energy_ev": -14510.8556,
  "relative_energy_kcal_mol": 94.7,
  "spin_multiplicity": 1
}



[3]
{
  "formula": "C4H10N2O",
  "method": "ωB97M-V/def2-TZVPD",
  "symbols": ["O", "C", "N", "C", "C", "C", "N", "H", "H", "H", "H", "H", "H", "H", "H", "H", "H"],
  "xyz": [[-2.20, 2.01, -2.30], [-1.85, 1.11, -1.53], [-1.44, 1.45, -0.30], [-0.29, 0.87, 0.38], [-0.26, -0.66, 0.45], [1.10, -1.12, 0.95], [1.94, -1.57, -0.17], [-1.89, 0.07, -1.85], [-1.50, 2.46, -0.13], [-0.22, 1.28, 1.38], [0.62, 1.20, -0.14], [-1.06, -0.93, 1.15], [-0.45, -1.15, -0.51], [1.55, -0.36, 1.60], [0.94, -2.00, 1.58], [2.83, -1.87, 0.21], [2.19, -0.77, -0.75]],
  "lowdin_charge": [0.2682, -0.1770, 0.1852, -0.1356, -0.1714, -0.2809, 0.0101, 0.1747, 0.1878, 0.1500, 0.1619, 0.1295, 0.1122, 0.1151, 0.1229, 0.0819, 0.0650],
  "e_lumo_ev": [-4.754, -9.426],
  "orbital_gap_ev": [8.58, 3.88],
  "total_charge": 1,
  "energy_ev": -9328.1102,
  "relative_energy_kcal_mol": 41.9,
  "spin_multiplicity": 2
}



[4]
{
  "formula": "C2H4NO2P",
  "method": "ωB97M-V/def2-TZVPD",
  "symbols": ["C", "C", "N", "O", "O", "P", "H", "H", "H", "H"],
  "xyz": [[-1.32, -0.72, 0.16], [-1.13, 0.67, 0.42], [0.97, -0.46, -0.93], [-1.89, -1.72, 0.12], [3.22, 0.08, 0.06], [1.77, 0.23, 0.27], [-1.05, 1.23, -0.60], [-1.88, 1.23, 0.84], [-0.07, 0.73, 1.04], [1.37, -1.27, -1.39]],
  "lowdin_charge": [-0.1267, -0.1238, -0.2686, 0.2655, -0.5141, 0.5757, 0.1471, 0.0581, 0.0103, -0.0235],
  "e_lumo_ev": -0.821,
  "orbital_gap_ev": 7.83,
  "energy_ev": -17009.7819,
  "relative_energy_kcal_mol": 83.6,
  "spin_multiplicity": 1
}



[5]
{
  "formula": "C7H7ClF3N2O",
  "method": "ωB97M-V/def2-TZVPD",
  "symbols": ["C", "C", "C", "C", "C", "C", "C", "N", "N", "O", "F", "F", "F", "Cl", "H", "H", "H", "H", "H", "H", "H"],
  "xyz": [[0.08, 0.31, -2.24], [0.17, 1.64, -1.65], [0.04, -0.83, -1.48], [0.42, 1.93, -0.43], [-0.24, 0.07, 2.53], [1.05, -0.23, 0.50], [-0.31, 0.81, 3.92], [-1.21, -0.72, 2.15], [0.86, 0.31, 1.83], [0.16, -1.09, -0.06], [-0.90, 1.96, 3.66], [0.87, 0.98, 4.40], [-0.95, 0.01, 4.67], [0.28, 3.04, 0.83], [-0.03, 0.23, -3.37], [-0.36, 2.39, -2.26], [-0.06, -1.91, -1.96], [2.09, -0.03, 0.19], [-2.05, -0.63, 2.71], [-0.97, -1.17, 1.16], [1.69, 0.65, 2.17]],
  "lowdin_charge": [-0.0589, -0.1952, -0.0553, -0.5011, -0.1963, -0.1032, -0.6841, 0.2573, 0.1038, -0.0844, 0.1839, 0.2433, 0.2526, 0.7543, 0.1502, 0.1299, 0.1739, 0.1593, 0.1584, 0.1761, 0.1353],
  "e_lumo_ev": [-4.212, -4.329],
  "orbital_gap_ev": [7.64, 7.64],
  "total_charge": 1,
  "energy_ev": -33063.0025,
  "relative_energy_kcal_mol": 86.2,
  "spin_multiplicity": 1
}



[6]
{
  "formula": "C4H12ClNSi",
  "method": "ωB97M-V/def2-TZVPD",
  "symbols": ["C", "C", "C", "C", "N", "Si", "Cl", "H", "H", "H", "H", "H", "H", "H", "H", "H", "H", "H", "H"],
  "xyz": [[-1.40, 0.72, 1.21], [-2.66, -0.35, -0.75], [3.53, 0.03, 0.08], [-1.40, 0.27, -0.27], [2.34, 0.76, 0.38], [0.20, -0.62, -0.79], [0.14, -2.55, -0.25], [-0.29, 0.98, 1.52], [-1.98, 1.58, 1.42], [-1.65, -0.19, 1.81], [-3.48, 0.31, -0.64], [-3.00, -1.16, -0.01], [-2.51, -0.77, -1.75], [3.81, 0.37, -0.91], [4.30, 0.44, 0.63], [3.51, -1.01, 0.11], [-1.24, 1.25, -0.81], [1.75, 0.51, 1.20], [0.02, -0.58, -2.19]],
  "lowdin_charge": [-0.1347, -0.1587, -0.2791, -0.6298, -0.0705, 0.3748, 0.2844, 0.0821, 0.0521, 0.0784, 0.0592, 0.1047, 0.0697, 0.0693, 0.0463, 0.0424, 0.1119, -0.0291, -0.0733],
  "e_lumo_ev": [-0.611, -0.322],
  "orbital_gap_ev": [8.51, 7.90],
  "energy_ev": -26230.3836,
  "relative_energy_kcal_mol": 113.8,
  "spin_multiplicity": 1
}